(1)
The following is a DFT calculation (the ωB97M-V functional and the def2-TZVPD basis) of a structure of composition C37H58F6GaN3O6P2SSbSe.

Summary:
HOMO level (alpha / beta), eV: -12.9 / -12.9
Orbital gap (alpha / beta), hartree: 0.26870 / 0.19034

```
! wB97M-V def2-TZVPD RIJCOSX def2/J DEFGRID3
* xyz 2 2
Sb -0.17372 2.72120 0.66486
Se -1.59164 0.01684 -2.88200
Ga 0.95700 -0.17499 0.21589
S 4.36835 -2.91973 -0.00050
P -1.31267 -1.89506 1.67295
P -0.13306 0.44774 3.24046
F -1.94475 1.87106 1.13523
F -0.38300 0.98354 -0.64301
F 1.66621 2.03806 0.06599
F -1.31189 4.22397 1.06027
F -0.24067 3.41392 -1.13617
F 0.90899 3.54021 2.04398
O -2.70934 -2.56852 1.42836
O -0.75375 -1.24546 0.44635
O 0.34416 0.95469 1.88301
O 0.98186 -0.38995 3.90988
O -0.32325 -3.03582 2.04049
O -0.45669 1.58450 4.23038
N -3.85391 -1.36501 -3.91308
N 1.98088 -0.16386 -1.62575
N -4.19344 0.80923 -3.71225
C -2.53293 3.06670 -5.33268
C -1.26100 -2.35769 -5.52169
C -6.59000 0.83168 -4.49944
C -7.57177 -0.01722 -4.96508
C -2.32534 1.84272 -6.21997
C 3.24791 0.55087 3.83125
C 2.06028 0.20974 4.71421
C -4.01986 -1.99569 1.20630
C -2.59243 -3.04592 -5.22749
C 3.74257 -3.13305 1.57469
C 1.81572 0.63921 -2.67063
C -0.52331 -4.33209 2.65999
C -3.21627 -2.65987 -3.88020
C -3.88477 3.11159 -4.61774
C 2.69292 -2.30483 1.85220
C -2.69707 2.38017 4.69217
C 3.18578 -1.70262 -0.32036
C -1.52090 -0.69873 3.04514
C -0.11181 -2.86606 -4.66190
C -5.35624 0.26692 -4.19782
C -1.33010 -5.24093 1.74557
C -3.99428 2.20291 -3.38925
C 3.72850 -0.27890 -3.74814
C 3.93049 -1.07653 -2.63616
C -6.13245 -1.96621 -4.81075
C 2.35755 -0.82280 5.78265
C 3.04489 -0.98345 -1.56240
C 2.67117 0.62428 -3.75498
C 2.37328 -1.46675 0.76877
C -1.32473 2.76387 4.17105
C -5.13515 -1.11999 -4.34139
C -3.29823 -0.18699 -3.54678
C -3.97542 -0.73369 0.36330
C -1.13128 -4.17781 4.04008
C -4.75288 -1.79777 2.52845
C -7.34551 -1.38985 -5.12491
C -0.66390 3.81870 5.03563
H -1.01495 -2.53679 -6.56801
H -1.25586 -6.26991 2.08891
H 0.50047 -4.71877 2.73831
H 4.76610 -1.75704 -2.58141
H 3.13764 -0.46216 6.44270
H 1.46752 -1.01855 6.37598
H -1.19611 -5.15364 4.51218
H -1.69099 -1.21683 3.98476
H -0.62182 3.48585 6.07011
H -1.45015 1.98577 -6.84900
H -8.14332 -2.01140 -5.49847
H 2.68744 -1.74954 5.32390
H 2.16196 -2.30640 2.78698
H -3.18395 1.68662 -6.86962
H 0.98894 1.33658 -2.61539
H 0.03111 -3.93257 -4.81201
H -3.43502 0.06724 0.85879
H -1.72838 3.13360 -4.59776
H -4.04494 4.13073 -4.26374
H -0.50693 -3.53634 4.65879
H -3.32996 3.26391 4.69648
H -3.16864 1.62786 4.06208
H -3.08706 2.29452 -2.78518
H 2.51822 1.30247 -4.57918
H -4.99113 -0.39546 0.16977
H -3.48284 -0.93276 -0.58645
H 4.18780 -3.87002 2.21401
H -2.46582 3.95396 -5.96344
H 4.01783 1.03345 4.43063
H -2.61887 1.99803 5.70948
H -0.93478 -5.18475 0.73404
H 4.39128 -0.35216 -4.59658
H -5.96722 -3.02468 -4.92836
H -3.30784 -2.81421 -6.01962
H -4.84752 2.52191 -2.78567
H -4.52292 -2.78643 0.63666
H -1.24267 4.73526 4.97654
H -2.16477 0.93680 -5.63671
H 1.66288 1.12075 5.16837
H -4.63792 -2.67841 3.15530
H -5.81267 -1.66857 2.32547
H -1.38923 3.11599 3.13667
H 2.95469 1.23886 3.03887
H -2.39377 -0.09690 2.80310
H 3.66068 -0.34911 3.37763
H -6.77239 1.88488 -4.37279
H -4.67801 2.87656 -5.32986
H -2.13338 -3.75909 3.96734
H -2.37517 -4.94544 1.72666
H 0.34119 4.02354 4.68036
H -8.53956 0.38317 -5.21900
H -3.98449 -3.38764 -3.60969
H 0.80767 -2.35630 -4.93476
H -4.40001 -0.92472 3.07252
H -1.36331 -1.27475 -5.39679
H -2.43811 -4.12533 -5.22419
H -2.45291 -2.64748 -3.09818
H -0.28387 -2.68785 -3.60210
*
```


(2)
The following is a DFT calculation (the ωB97M-V functional and the def2-TZVPD basis) of the molecule C8H14O5.

Summary:
HOMO level (alpha / beta), eV: -7.3 / -7.3
Orbital gap (alpha / beta), hartree: 0.29053 / 0.28606
Relative energy (zero: lowest compared OMol25 entry of this formula, charge and spin), kJ/mol: 308.7

```
! wB97M-V def2-TZVPD RIJCOSX def2/J DEFGRID3
* xyz 0 1
O -0.42558 1.96961 -1.09345
O 0.68774 -1.60040 1.23197
O -1.65971 -2.06964 -0.41157
O 2.17136 1.04415 1.34746
O -0.88908 1.24979 1.06692
C -1.59183 0.02763 0.77256
C 0.51258 -1.07992 -0.07846
C 2.99975 -0.72981 -0.52480
C 0.13562 1.86615 0.20898
C 1.61753 -0.12376 -0.70672
C -3.00211 0.36736 0.40399
C 1.39517 1.06919 0.18654
C -0.95202 -0.91740 -0.32541
H -1.47478 -0.46709 1.76095
H 0.30489 2.73640 0.81168
H 2.94226 -1.75142 -0.79808
H 1.38268 0.08515 -1.70635
H 1.62708 -1.74794 1.37035
H -2.99617 0.51236 -0.75482
H -1.41711 1.99470 -0.96156
H -1.25490 -0.33543 -1.24544
H -3.48063 1.15084 0.91670
H 3.41523 -0.62954 0.52696
H 1.84432 1.44488 2.18213
H -3.63546 -0.41378 0.56350
H 3.63473 -0.34689 -1.33206
H -1.37203 -2.57135 0.37444
*
```


(3)
The following is a DFT calculation (the ωB97M-V functional and the def2-TZVPD basis) of the molecule C6H12O.

Summary:
HOMO level, eV: -10.1
Structure (SMILES): C[C@@H]1C[C@@H]1[C@@H](C)O
Orbital gap, hartree: 0.40669
Relative energy (zero: lowest compared OMol25 entry of this formula, charge and spin), kJ/mol: 96.2

```
! wB97M-V def2-TZVPD RIJCOSX def2/J DEFGRID3
* xyz 0 1
O -1.23046 1.34346 1.32605
C -2.30271 -0.54640 0.40564
C 1.70331 1.05449 -1.02016
C 0.21169 -0.44658 0.58865
C 1.54128 -0.07412 -0.02565
C -1.06348 0.33040 0.34058
C 0.84122 -1.33569 -0.44631
H 0.41013 -1.35613 -1.44613
H -2.29191 -1.28902 -0.39776
H 0.27309 -0.82862 1.60893
H 1.82425 2.02666 -0.52754
H -2.35037 -1.07735 1.36166
H 1.23092 -2.29350 -0.11452
H 0.84388 1.12728 -1.69453
H 2.39240 -0.20380 0.64049
H -0.39488 1.82332 1.39032
H -3.20753 0.06135 0.30828
H 2.58831 0.88404 -1.64317
H -1.01914 0.80020 -0.65484
*
```


(4)
The following is a DFT calculation (the ωB97M-V functional and the def2-TZVPD basis) of the molecule C5H7NO.

Summary:
HOMO level, eV: -8.7
Structure (SMILES): C[C@H]1C=CNC1=O
Orbital gap, hartree: 0.35259
Relative energy (zero: lowest compared OMol25 entry of this formula, charge and spin), kJ/mol: 10.9

```
! wB97M-V def2-TZVPD RIJCOSX def2/J DEFGRID3
* xyz 0 1
O -0.11805 -2.25398 -0.73989
N 1.60552 -0.85942 -0.08309
C 0.55518 1.11824 0.20191
C 1.71154 0.47072 0.35505
C -1.83058 0.16206 0.22936
C 0.30401 -1.15830 -0.43980
C -0.44849 0.18259 -0.41959
H -2.40965 -0.69813 -0.11949
H -2.37268 1.07632 -0.03721
H 0.35095 2.14193 0.48569
H -1.75637 0.12206 1.32138
H 2.32620 -1.56076 -0.02252
H 2.65233 0.82680 0.75452
H -0.56993 0.42987 -1.48633
*
```


(5)
The following is a DFT calculation (the ωB97M-V functional and the def2-TZVPD basis) of a cluster of 3 separate species, C5H16N2O3 in total.

Summary:
HOMO level (alpha / beta), eV: -13.6 / -13.6
Orbital gap (alpha / beta), hartree: 0.39378 / 0.23596
Relative energy (zero: lowest compared OMol25 entry of this formula, charge and spin), kJ/mol: 50.6

```
! wB97M-V def2-TZVPD RIJCOSX def2/J DEFGRID3
* xyz 1 2
O 1.84443 -0.68030 -0.22974
O -3.00207 -2.15353 0.84826
O 2.69336 -3.22010 0.17512
N -0.72687 0.62945 0.10513
N 1.41003 -0.02892 -2.33180
C 1.24306 2.17441 0.42952
C -0.58047 0.04695 1.39872
C -2.03681 1.17752 -0.17209
C 1.34914 0.11510 -0.99774
C 0.39507 1.25000 -0.49310
H 2.30476 2.06106 0.18802
H -2.47684 1.53760 0.74891
H -1.95145 2.00190 -0.86018
H 2.00416 -0.77964 -2.66444
H 1.90482 -2.70373 0.35969
H 0.17235 1.83965 -1.38886
H 1.21878 1.80035 1.45462
H -2.33574 -2.77879 0.49866
H -1.33709 -0.72481 1.53755
H -0.60158 0.74140 2.25671
H 0.39167 -0.45687 1.49017
H 0.84963 3.17977 0.36790
H -3.58538 -2.00465 0.09230
H 0.85416 0.51225 -2.96522
H -2.70114 0.44580 -0.60897
H 2.70006 -3.98188 0.76086
*
```


(6)
The following is a DFT calculation (the ωB97M-V functional and the def2-TZVPD basis) of a structure of composition FFeH10O5.

Summary:
HOMO level (alpha / beta), eV: -21.0 / -20.3
Orbital gap (alpha / beta), hartree: 0.48789 / 0.32354

```
! wB97M-V def2-TZVPD RIJCOSX def2/J DEFGRID3
* xyz 2 6
Fe 0.15321 -0.51298 0.21669
F 0.72198 -2.23637 1.15246
O -0.47200 1.36526 -0.84312
O 2.08139 0.17748 -0.61003
O -1.84628 -0.39174 0.83157
O 0.49334 0.58263 1.99098
O -0.42342 -1.22142 -1.57259
H -2.34178 0.26561 1.32004
H -1.23566 1.50331 -1.40349
H 0.40274 0.10558 2.81587
H 0.12911 1.44882 2.17343
H -0.36826 -0.62151 -2.31643
H -0.21233 -2.07962 -1.94025
H 2.54862 0.98775 -0.40658
H 2.70522 -0.33717 -1.12208
H -2.44389 -1.13564 0.75616
H 0.10808 2.10004 -1.04269
*
```